{"formula": "C13H29BN2O6S", "method": "ωB97M-V with the def2-TZVPD basis set", "species": ["O", "S", "O", "O", "C", "C", "C", "C", "N", "B", "O", "O", "H", "H", "H", "H", "H", "H", "H", "H", "H", "H", "H", "C", "C", "C", "C", "C", "C", "N", "O", "C", "C", "C", "H", "H", "H", "H", "H", "H", "H", "H", "H", "H", "H", "H", "H", "H", "H", "H", "H", "H"], "coordinates": [[-0.3550, 4.1465, -0.8389], [0.6949, 3.1983, -0.1408], [1.1199, 2.1076, -1.1684], [-0.1197, 2.4941, 1.1819], [2.1624, 4.2726, 0.3105], [3.5983, 3.4165, 0.3583], [4.0008, 2.9595, 1.8949], [3.1673, 1.6499, 2.4373], [2.8904, 1.6489, 3.9280], [1.8110, 2.6435, 4.3137], [1.3446, 3.7945, 3.5148], [1.1812, 2.4771, 5.6661], [-0.2293, 1.4940, 1.0201], [2.3027, 5.0398, -0.5932], [2.0109, 4.9438, 1.2670], [4.4604, 4.1539, 0.0061], [3.5793, 2.5252, -0.4008], [3.9201, 3.9103, 2.5768], [5.1516, 2.6435, 1.8671], [2.1840, 1.4208, 1.8017], [3.8736, 0.7090, 2.2375], [2.0323, 4.5372, 3.5587], [1.6974, 1.7991, 6.1943], [-1.3003, -2.4323, -3.4914], [-0.6745, -2.5073, -2.0701], [-0.9125, -3.9275, -1.4955], [-2.3777, -4.1753, -1.1593], [-2.9280, -3.0991, -0.2302], [-2.6185, -1.6358, -0.6540], [-1.2248, -1.4353, -1.1730], [-0.3702, -1.3395, -0.0594], [-3.6224, -1.1475, -1.7284], [-2.9601, -0.7259, 0.5791], [0.8510, -2.3089, -2.3533], [-0.7282, -3.0433, -4.2032], [-2.3155, -2.8214, -3.5490], [-1.3005, -1.4053, -3.8740], [-0.3028, -4.0757, -0.5914], [-0.5747, -4.6878, -2.2111], [-2.9835, -4.2298, -2.0701], [-2.4772, -5.1548, -0.6760], [-4.0119, -3.2404, -0.1287], [-2.5054, -3.2857, 0.7662], [-3.3745, -0.1319, -2.0657], [-4.6415, -1.1101, -1.3281], [-3.6830, -1.7876, -2.6048], [-2.4296, -1.0348, 1.4875], [-4.0286, -0.7751, 0.8203], [-2.7169, 0.3249, 0.3799], [1.0394, -1.3260, -2.8015], [1.2232, -3.0670, -3.0530], [1.4703, -2.3995, -1.4543]], "lowdin_charge": [-0.40, 0.79, -0.40, -0.23, -0.21, -0.20, -0.18, -0.27, 0.11, -0.59, 0.01, 0.02, 0.10, 0.13, 0.12, 0.12, 0.12, 0.11, 0.12, 0.11, 0.12, 0.10, 0.09, -0.04, -0.46, -0.13, -0.18, -0.13, -0.46, 0.05, 0.01, -0.04, -0.04, -0.03, 0.09, 0.06, 0.10, 0.13, 0.13, 0.11, 0.12, 0.13, 0.13, 0.10, 0.09, 0.06, 0.08, 0.09, 0.09, 0.09, 0.09, 0.08], "total_charge": 0, "homo_ha": -0.2453, "multiplicity": 1, "gap_ev": 2.2, "energy_ha": -1496.4188}



{"formula": "C7H11Br2N2O2", "method": "ωB97M-V with the def2-TZVPD basis set", "species": ["C", "C", "C", "C", "C", "C", "C", "N", "N", "O", "O", "Br", "Br", "H", "H", "H", "H", "H", "H", "H", "H", "H", "H", "H"], "coordinates": [[0.7112, -1.0121, 1.4505], [-0.2893, -1.5134, 2.1019], [0.3225, 0.9356, -2.3309], [0.6279, -0.0480, 0.4431], [-2.1937, -0.7695, 1.6087], [1.6765, 0.7028, -1.5668], [-0.7196, 0.0363, -0.2601], [1.5522, -0.3358, -0.6145], [-1.8311, 0.2824, 0.7233], [-0.7640, 0.9709, -1.3166], [1.8348, 1.9651, -1.0258], [-0.4752, -2.9065, 3.2627], [-3.1232, -2.1343, 0.7067], [1.7286, -1.3569, 1.7801], [0.2565, 1.9565, -2.7612], [-0.1056, 0.1795, -2.9884], [0.8855, 0.9522, 0.7233], [-2.5445, -0.4840, 2.7017], [2.3740, 0.4340, -2.4700], [-0.9768, -0.8521, -0.7649], [2.3898, -0.6589, -0.1829], [-2.5485, 0.6836, 0.0522], [-1.4254, 1.0832, 1.2754], [2.6377, 1.8895, -0.5477]], "lowdin_charge": [-0.14, -0.62, -0.02, -0.32, -0.63, -0.39, -0.27, 0.06, 0.01, -0.09, 0.02, 0.84, 0.82, 0.16, 0.15, 0.13, 0.16, 0.15, 0.20, 0.14, 0.13, 0.21, 0.21, 0.10], "total_charge": 1, "homo_ha": -0.4847, "multiplicity": 1, "relative_energy_kcal_mol": 37.9, "gap_ev": 9.9, "energy_ha": -5680.9464}



{"formula": "C27H42F3N4O6", "method": "ωB97M-V with the def2-TZVPD basis set", "species": ["C", "C", "C", "N", "C", "N", "C", "C", "C", "C", "C", "N", "N", "C", "O", "F", "C", "O", "F", "O", "C", "C", "C", "C", "F", "C", "C", "C", "C", "C", "C", "C", "C", "H", "H", "H", "H", "H", "H", "H", "H", "H", "H", "H", "H", "H", "H", "H", "H", "H", "H", "H", "H", "H", "H", "H", "H", "H", "H", "H", "H", "H", "H", "H", "H", "H", "H", "H", "H", "C", "C", "C", "O", "C", "O", "O", "H", "H", "H", "H", "H", "H"], "coordinates": [[2.8917, -3.1033, 2.0721], [2.0550, -1.8618, 1.7223], [1.2389, -2.1858, 0.4826], [0.4658, -1.0694, -0.0991], [1.2426, -0.0130, -0.6353], [1.8462, -0.4060, -1.9822], [2.9169, 0.5727, -2.3712], [2.5232, 2.0527, -2.1150], [3.6198, 2.6915, -1.2389], [3.1882, 3.8651, -0.3305], [3.7114, 3.6564, 1.0839], [3.5902, 4.8836, 1.8622], [2.6327, 2.6806, -3.4898], [2.6522, 4.1289, -3.4899], [3.4068, 4.7259, -4.1502], [1.8027, 4.7299, -2.6993], [1.5238, 2.3146, -4.2837], [0.6271, 2.9889, -4.6025], [1.5861, 1.0446, -4.6795], [1.2135, 2.2595, -1.6864], [0.4771, 1.3002, -0.8719], [0.1356, 2.0718, 0.4018], [-0.4250, 1.3261, 1.6207], [0.6743, 1.1609, 2.6504], [0.2774, 0.3754, 3.7055], [-0.7981, 0.9590, -1.7246], [-2.1382, 1.2231, -1.0868], [-2.7854, 2.4560, -1.0772], [-4.0408, 2.5975, -0.4896], [-4.6858, 1.5050, 0.0941], [-4.0499, 0.2679, 0.0911], [-4.6472, -0.9847, 0.6657], [-2.7922, 0.1469, -0.4952], [3.4050, -3.4628, 1.1824], [3.6040, -2.9053, 2.8626], [2.2329, -3.9155, 2.3668], [1.3741, -1.7042, 2.5525], [2.7601, -1.0450, 1.5870], [1.8991, -2.6861, -0.2439], [0.5057, -2.9339, 0.7647], [-0.1538, -1.4840, -0.7853], [2.1058, 0.1851, -0.0034], [2.2912, -1.3223, -1.9341], [1.1558, -0.4544, -2.7361], [3.1452, 0.4064, -3.4134], [3.8142, 0.2853, -1.8395], [4.0928, 1.9447, -0.6064], [4.4150, 3.0511, -1.8864], [3.6722, 4.7735, -0.6769], [2.1224, 4.0627, -0.3497], [3.2370, 2.7813, 1.5503], [4.7751, 3.4396, 0.9953], [2.6303, 5.0466, 2.1348], [4.1736, 4.8112, 2.6839], [1.0817, 2.5182, 0.7177], [-0.4914, 2.9112, 0.1380], [-0.9466, 0.4055, 1.4022], [-1.1588, 1.9809, 2.0864], [0.8924, 2.1505, 3.0575], [1.6055, 0.8032, 2.2114], [-0.8023, -0.0857, -2.0324], [-0.7560, 1.5376, -2.6441], [-2.3148, 3.3184, -1.5329], [-4.5295, 3.5592, -0.4860], [-5.6645, 1.6326, 0.5294], [-5.2197, -0.8375, 1.5749], [-3.8652, -1.7284, 0.7492], [-5.3467, -1.3714, -0.0784], [-2.3381, -0.8354, -0.4965], [-3.9757, -7.0121, 2.2778], [-3.6671, -5.5903, 1.8857], [-4.4278, -5.0783, 0.6840], [-3.5190, -4.0959, 0.1561], [-2.2709, -4.4697, 0.5109], [-1.2752, -3.9769, 0.0690], [-2.3022, -5.4543, 1.4257], [-3.3252, -7.3349, 3.0895], [-5.0114, -7.1021, 2.6035], [-3.8076, -7.6889, 1.4394], [-3.7921, -4.9221, 2.7416], [-5.3814, -4.6237, 0.9396], [-4.5846, -5.8439, -0.0782]], "lowdin_charge": [-0.09, -0.24, -0.20, 0.04, -0.22, 0.16, 0.00, -0.37, -0.07, -0.18, -0.30, 0.01, 0.14, -0.51, 0.25, 0.20, -0.51, 0.25, 0.14, -0.01, -0.30, -0.08, -0.14, -0.23, -0.02, -0.03, -0.22, -0.04, -0.05, -0.03, -0.25, -0.04, -0.01, 0.07, 0.08, 0.08, 0.11, 0.09, 0.11, 0.10, 0.11, 0.15, 0.18, 0.17, 0.13, 0.14, 0.11, 0.14, 0.12, 0.10, 0.10, 0.12, 0.07, 0.07, 0.10, 0.12, 0.10, 0.13, 0.13, 0.09, 0.11, 0.13, 0.12, 0.11, 0.11, 0.08, 0.05, 0.09, 0.11, -0.02, -0.32, -0.08, 0.04, -0.55, 0.13, 0.10, 0.09, 0.10, 0.09, 0.16, 0.14, 0.14], "total_charge": 1, "homo_ha": -0.4171, "multiplicity": 1, "gap_ev": 8.6, "energy_ha": -2023.8663}



{"formula": "C50H26ClCrF18GeN7O3S3", "method": "ωB97M-V with the def2-TZVPD basis set", "species": ["Cr", "C", "C", "C", "C", "N", "C", "N", "C", "N", "C", "N", "C", "C", "C", "C", "C", "N", "C", "C", "C", "C", "C", "C", "H", "H", "H", "H", "H", "H", "H", "H", "H", "H", "H", "H", "C", "C", "C", "C", "N", "C", "S", "N", "C", "H", "H", "H", "H", "H", "H", "H", "H", "Cl", "C", "C", "C", "C", "C", "C", "C", "H", "H", "H", "H", "H", "H", "F", "C", "F", "F", "S", "O", "O", "O", "F", "C", "C", "C", "F", "C", "F", "C", "F", "C", "F", "Ge", "S", "C", "C", "F", "C", "F", "C", "F", "C", "F", "C", "F", "C", "C", "F", "C", "F", "C", "F", "C", "F", "C", "F"], "coordinates": [[1.6949, 0.6055, 0.2104], [-0.8132, 2.9561, -2.2804], [-0.3357, 4.2525, -2.1253], [0.8392, 4.4628, -1.4402], [1.5479, 3.3844, -0.9030], [1.0134, 2.1423, -0.9595], [-0.1137, 1.9450, -1.6669], [2.8173, 3.6798, -0.4067], [3.6682, 2.7237, -0.2360], [3.4315, 1.3840, -0.2976], [4.5997, 0.7155, -0.5485], [4.7648, -0.4690, -1.0112], [3.6976, -1.2359, -1.4823], [4.0855, -2.4359, -2.0904], [3.1515, -3.2334, -2.6993], [1.8251, -2.8092, -2.7177], [1.5136, -1.6320, -2.0782], [2.4084, -0.8603, -1.4473], [5.7139, 1.6782, -0.3160], [7.0821, 1.5087, -0.3283], [7.8656, 2.6357, -0.0977], [7.2853, 3.8864, 0.1117], [5.9029, 4.0503, 0.0955], [5.1376, 2.9210, -0.1097], [-1.7287, 2.7287, -2.8092], [-0.8842, 5.0905, -2.5352], [1.2713, 5.4448, -1.3157], [-0.5002, 0.9331, -1.6777], [5.1331, -2.6932, -2.0520], [3.4426, -4.1661, -3.1633], [1.0542, -3.3849, -3.2097], [0.4902, -1.2740, -2.0484], [7.5154, 0.5321, -0.4974], [8.9436, 2.5428, -0.0797], [7.9226, 4.7434, 0.2866], [5.4411, 5.0163, 0.2436], [-1.7324, -3.7758, -2.6149], [-1.2310, -4.1100, -1.2516], [-1.0036, -5.3690, -0.7825], [-0.6086, -5.5218, 0.5698], [-0.4245, -4.4969, 1.3764], [-0.5875, -3.2727, 0.8604], [-0.2813, -1.9273, 1.8440], [-1.0060, -3.0892, -0.4027], [-0.4045, -6.8868, 1.1449], [-1.5849, -4.6185, -3.2850], [-1.2291, -2.8978, -3.0187], [-2.7997, -3.5431, -2.5618], [-1.1525, -6.2247, -1.4234], [-1.1325, -2.1046, -0.6761], [-1.3740, -7.3626, 1.3068], [0.1163, -6.8125, 2.0948], [0.1629, -7.5129, 0.4568], [-0.3060, 0.2835, 3.9918], [1.4095, 0.6248, 4.0917], [2.0917, 0.1414, 5.1963], [3.4430, 0.4042, 5.3424], [4.0917, 1.1683, 4.3791], [3.3895, 1.6351, 3.2846], [2.0308, 1.3631, 3.0892], [1.3456, 1.8340, 1.8646], [1.5566, -0.4474, 5.9284], [3.9820, 0.0096, 6.1925], [5.1476, 1.3872, 4.4741], [3.9050, 2.2214, 2.5317], [1.7172, 2.8205, 1.5966], [0.2599, 1.8845, 1.9680], [5.3951, -2.3728, 3.1053], [4.9205, -1.8952, 1.9558], [5.5223, -2.5492, 0.9582], [5.2723, -0.6089, 1.8696], [3.0705, -2.1307, 1.8631], [2.6775, -2.4300, 3.2090], [2.8873, -3.1496, 0.8575], [2.6087, -0.8133, 1.4126], [-4.4684, 1.2113, 2.1113], [-4.4081, -0.0734, 1.7144], [-4.0328, -0.4144, 0.4310], [-3.9756, -1.7756, 0.1962], [-3.6191, -2.2416, -1.0402], [-4.2753, -2.7516, 1.1255], [-4.1856, -4.0593, 0.8210], [-4.6720, -2.3589, 2.3909], [-4.9791, -3.2734, 3.3207], [-4.7377, -1.0093, 2.6855], [-5.1085, -0.6225, 3.9129], [-3.4199, 0.7438, -1.1620], [-0.5924, -0.4406, 0.4735], [-3.9203, 2.6074, -0.4052], [-5.1745, 3.1584, -0.2138], [-6.2987, 2.4972, -0.5560], [-5.3843, 4.3978, 0.3683], [-6.6234, 4.8857, 0.5362], [-4.3004, 5.1466, 0.7899], [-4.4851, 6.3498, 1.3494], [-3.0253, 4.6404, 0.6232], [-1.9670, 5.3591, 1.0216], [-2.8719, 3.3918, 0.0411], [-1.5878, 2.9572, -0.0635], [-5.0883, 0.5277, -2.3838], [-4.9581, 1.0936, -3.6377], [-3.8626, 1.8318, -3.9488], [-5.8967, 0.9817, -4.6501], [-5.7082, 1.5614, -5.8461], [-7.0482, 0.2538, -4.4148], [-7.9767, 0.1210, -5.3734], [-7.2298, -0.3331, -3.1761], [-8.3502, -1.0332, -2.9394], [-6.2578, -0.1835, -2.1995], [-6.5401, -0.7718, -1.0187]], "lowdin_charge": [0.59, -0.08, -0.05, 0.00, -0.30, 0.03, -0.17, 0.17, -0.29, 0.04, -0.28, 0.18, -0.31, -0.01, -0.05, -0.06, -0.14, 0.09, -0.09, 0.00, -0.08, -0.08, -0.01, -0.10, 0.09, 0.11, 0.11, 0.02, 0.12, 0.11, 0.09, 0.07, 0.12, 0.10, 0.10, 0.11, 0.00, -0.26, 0.04, -0.28, 0.15, -0.66, 0.67, 0.08, -0.02, 0.09, 0.08, 0.09, 0.12, 0.02, 0.09, 0.09, 0.08, 0.68, -0.58, -0.12, -0.09, -0.09, -0.05, -0.31, -0.20, 0.10, 0.10, 0.10, 0.11, 0.06, 0.02, 0.13, -0.64, 0.12, 0.13, 0.48, -0.28, -0.29, -0.41, 0.09, -0.21, -0.20, -0.27, 0.01, -0.15, 0.10, -0.13, 0.11, -0.14, 0.11, 1.09, 0.31, -0.15, -0.22, 0.09, -0.14, 0.10, -0.14, 0.11, -0.14, 0.11, -0.22, 0.01, -0.18, -0.25, 0.04, -0.15, 0.10, -0.14, 0.11, -0.15, 0.10, -0.23, 0.08], "total_charge": -1, "homo_ha": [-0.1927, -0.1924], "multiplicity": 4, "relative_energy_kcal_mol": 44.2, "gap_ev": [6.5, 6.5], "energy_ha": -9103.8776}



- What is the formula in the third record?
  C27H42F3N4O6